{
  "formula": "C14H29N2O8S2",
  "method": "ωB97M-V with the def2-TZVPD basis set",
  "total_charge": 1,
  "e_tot_ha": -2058.34233,
  "homo_lumo_gap_ev": 9.868,
  "spin_multiplicity": 1,
  "de_lowest_ev": 0.7774,
  "symbols": ["C", "C", "C", "N", "C", "C", "C", "O", "N", "C", "C", "O", "H", "H", "H", "H", "H", "H", "H", "H", "H", "H", "H", "H", "H", "O", "S", "O", "O", "C", "C", "C", "H", "H", "H", "H", "H", "H", "H", "H", "O", "S", "O", "O", "C", "C", "C", "H", "H", "H", "H", "H", "H", "H", "H"],
  "coordinates": [[-5.414, 0.986, 4.689], [-4.279, 1.437, 3.699], [-3.587, 2.709, 3.777], [-2.612, 2.698, 2.710], [-2.764, 1.478, 2.096], [-1.792, 1.131, 0.895], [-0.921, -0.134, 1.408], [-0.891, -1.203, 0.452], [-3.743, 0.645, 2.608], [-4.134, -0.718, 2.213], [-4.156, -0.949, 0.636], [-5.025, -0.416, -0.022], [-5.962, 0.113, 4.223], [-6.126, 1.846, 4.859], [-4.934, 0.639, 5.655], [-3.691, 3.566, 4.481], [-1.942, 3.421, 2.444], [-2.381, 0.845, -0.030], [-1.076, 1.965, 0.669], [-1.424, -0.551, 2.338], [0.094, 0.222, 1.745], [-0.164, -0.975, -0.162], [-3.443, -1.455, 2.733], [-5.175, -0.983, 2.574], [-3.369, -1.557, 0.089], [3.018, -2.486, -4.654], [1.915, -1.730, -4.140], [1.571, -1.746, -2.744], [0.600, -2.075, -5.000], [0.209, -3.446, -5.128], [-0.458, -3.962, -3.866], [2.084, -0.049, -4.655], [1.065, -4.067, -5.404], [-0.502, -3.494, -5.954], [0.251, -4.012, -3.038], [-0.862, -4.963, -4.027], [-1.269, -3.297, -3.559], [2.297, -0.027, -5.722], [2.910, 0.389, -4.096], [1.160, 0.483, -4.432], [3.069, 0.811, -0.974], [3.459, 0.573, 0.385], [2.665, 1.038, 1.492], [4.974, 1.062, 0.591], [5.311, 2.411, 0.243], [4.831, 3.400, 1.288], [3.756, -1.155, 0.597], [4.922, 2.661, -0.747], [6.399, 2.455, 0.181], [3.741, 3.447, 1.314], [5.207, 4.402, 1.070], [5.166, 3.103, 2.284], [4.395, -1.505, -0.212], [2.794, -1.666, 0.564], [4.230, -1.315, 1.564]],
  "forces_ev_per_angstrom": [[0.82, -0.29, -0.90], [0.37, 2.26, 1.08], [-0.48, -2.72, -1.21], [-3.01, -3.22, 1.31], [1.88, 0.26, -2.58], [-0.34, -1.10, 1.16], [-0.66, 0.09, 0.62], [0.85, 1.32, 0.26], [0.96, 4.51, 1.44], [0.25, -1.69, 0.03], [-0.53, 0.81, -0.85], [0.95, -0.54, 1.07], [0.44, 1.10, 0.71], [0.86, -1.08, -0.14], [-0.72, 0.46, -1.09], [-0.01, -1.06, -0.80], [-0.37, -0.50, 0.07], [0.71, 0.41, 1.11], [-1.05, -0.53, 0.24], [0.65, 0.37, -1.13], [-0.88, -0.42, -0.60], [-0.50, -0.47, 0.12], [-0.67, 0.89, -0.74], [1.19, 0.83, -0.42], [-0.53, 0.33, 1.14], [-0.26, -0.12, 0.48], [-0.41, 0.47, -0.61], [0.24, -0.26, -0.12], [0.49, 0.51, 0.21], [-0.33, -0.91, 0.09], [0.12, 0.05, 0.29], [-0.08, 0.04, -0.07], [0.07, 0.19, 0.05], [0.15, 0.33, -0.02], [-0.02, -0.03, -0.05], [0.01, 0.07, -0.09], [-0.01, -0.06, -0.10], [-0.03, -0.06, 0.07], [-0.04, -0.14, 0.06], [0.04, -0.06, 0.01], [-0.31, 0.41, 0.31], [1.14, -0.64, 0.17], [-0.30, 0.12, -0.45], [-0.62, -0.56, -0.05], [0.17, 1.02, -0.07], [-0.27, -0.02, 0.12], [0.11, 0.01, 0.05], [-0.08, -0.20, 0.05], [-0.09, -0.36, 0.02], [0.05, 0.02, -0.02], [0.06, -0.10, -0.04], [0.07, 0.04, -0.09], [-0.06, 0.06, 0.02], [0.01, 0.11, -0.06], [-0.03, 0.06, -0.04]]
}

{
  "formula": "C14H29OsP2",
  "method": "ωB97M-V with the def2-TZVPD basis set",
  "total_charge": 1,
  "e_tot_ha": -1323.73819,
  "homo_lumo_gap_ev": [7.289, 7.065],
  "spin_multiplicity": 5,
  "de_lowest_ev": 0.0000,
  "s2": 6.048,
  "symbols": ["C", "C", "C", "C", "C", "Os", "P", "H", "H", "H", "H", "H", "H", "H", "H", "C", "C", "C", "P", "C", "C", "C", "C", "C", "C", "H", "H", "H", "H", "H", "H", "H", "H", "H", "H", "H", "H", "H", "H", "H", "H", "H", "H", "H", "H", "H"],
  "coordinates": [[0.236, 0.233, -3.175], [-0.879, -0.670, -3.546], [-0.656, -1.947, -2.990], [0.696, -2.026, -2.668], [1.306, -0.694, -2.571], [0.968, 1.134, -1.269], [0.103, 3.104, -1.824], [0.506, 1.055, -3.864], [-1.794, -0.348, -4.049], [-1.379, -2.733, -2.902], [2.362, -0.528, -2.769], [1.220, -2.970, -2.478], [-0.800, 3.526, -0.807], [-0.698, 3.355, -2.993], [1.148, 4.093, -1.731], [1.730, -2.109, 0.759], [0.243, -1.798, 0.831], [-0.339, -2.090, 2.207], [-0.191, -0.108, 0.242], [-1.989, 0.008, 0.718], [-2.153, 0.482, 2.154], [-2.827, 0.916, -0.191], [0.980, 1.124, 1.151], [1.101, 0.783, 2.657], [2.381, 1.290, 0.583], [2.310, -1.571, 1.512], [2.157, -1.930, -0.237], [1.845, -3.191, 0.953], [-0.284, -2.389, 0.067], [0.113, -1.460, 2.973], [-1.428, -1.964, 2.238], [-0.125, -3.137, 2.446], [-2.334, -1.031, 0.598], [-1.737, 1.480, 2.272], [-3.235, 0.524, 2.386], [-1.708, -0.185, 2.907], [-2.579, 0.829, -1.243], [-3.879, 0.656, -0.032], [-2.709, 1.968, 0.132], [0.432, 2.085, 1.073], [1.566, -0.191, 2.831], [1.742, 1.556, 3.101], [0.140, 0.825, 3.198], [2.608, 1.215, -0.529], [2.761, 2.284, 0.866], [3.069, 0.545, 1.014]],
  "forces_ev_per_angstrom": [[1.47, -1.21, -0.91], [-0.12, 0.92, 1.71], [0.94, 0.89, -0.81], [-0.07, -0.12, 1.47], [-1.40, 1.22, -1.93], [0.07, -2.57, -2.96], [-1.32, 1.47, 0.18], [-0.14, -0.70, 0.22], [0.34, -0.05, 0.24], [-0.07, -0.36, -0.40], [-0.06, -0.20, -0.12], [-0.18, 0.50, 0.19], [0.19, 0.46, -0.46], [0.70, 0.16, 0.52], [-0.88, -0.05, -0.39], [0.17, -0.69, -0.25], [-0.15, 0.49, -0.34], [-0.18, -0.60, 0.09], [-0.51, -0.53, 0.54], [0.41, 0.44, -0.05], [-0.86, -0.43, 0.73], [0.10, 0.28, 0.49], [-1.66, 0.04, 1.74], [0.06, 0.60, 0.44], [1.07, 0.14, 1.22], [-0.06, -0.10, -0.11], [-0.14, 0.12, 0.28], [0.11, 0.42, 0.03], [0.12, -0.17, 0.19], [-0.18, -0.31, -0.05], [0.43, -0.23, 0.02], [-0.02, 0.10, 0.10], [0.13, 0.22, 0.04], [-0.08, 0.12, 0.05], [0.45, 0.15, -0.07], [-0.18, 0.45, -0.37], [0.02, -0.07, -0.14], [0.11, 0.10, -0.17], [-0.01, -0.39, -0.28], [0.32, -0.33, 0.35], [-0.01, 0.34, -0.10], [-0.02, -0.20, 0.06], [0.51, -0.06, -0.43], [0.95, -0.09, -0.09], [-0.08, -0.34, -0.16], [-0.29, 0.19, -0.29]]
}